No. 1
Formula: C18H27N8O7P2STa
Source: OMol25
Level of theory: ωB97M-V/def2-TZVPD

## Properties
- HOMO energy: -18.56 eV
- LUMO energy: -12.749 eV
- Total charge: +4
- Relative energy (zero: lowest compared OMol25 entry of this formula, charge and spin): 0.736 eV

Element x y z (Å)
P1 2.970 -0.831 -0.802
C1 -0.878 0.923 2.486
N1 -1.333 1.022 -3.364
H1 -2.855 2.550 -4.922
C2 -1.807 -1.863 -3.462
C3 -0.739 3.135 -2.330
H2 -1.274 -2.645 1.061
H3 -3.091 5.000 -4.743
C4 -0.887 0.247 -2.400
C5 -1.593 2.069 4.510
O1 2.312 0.317 0.013
H4 -1.591 -4.996 -2.207
O2 4.304 -0.489 -1.470
H5 5.309 -2.514 0.523
C6 -0.791 3.339 2.476
H6 -2.172 -1.333 -4.330
H7 -1.213 3.382 1.471
O3 1.454 -0.883 2.017
O4 1.759 -1.309 -1.576
C7 -1.979 -3.241 -3.402
H8 1.986 -3.618 -0.082
H9 -1.854 6.246 -3.006
C8 -1.439 2.440 -3.306
H10 3.929 0.629 2.039
H11 -1.817 0.593 -4.142
C9 -2.436 4.475 -4.062
N2 -0.453 0.848 1.218
N3 -0.940 -1.737 1.359
H12 -2.563 1.573 4.582
H13 4.332 -3.849 1.159
C10 -2.298 3.097 -4.171
H14 -0.446 1.760 0.760
C11 -1.745 5.173 -3.083
C12 3.199 -2.133 0.513
N4 -1.832 -2.414 3.400
N5 -0.723 -1.869 -1.332
N6 -0.204 0.683 -1.347
H15 -2.237 -2.196 4.300
N7 -1.098 2.051 3.119
P2 2.898 -1.327 2.137
C13 -0.899 4.503 -2.203
H16 -0.867 1.621 5.192
O5 3.016 -2.392 3.251
C14 -1.169 -1.209 -2.425
O6 1.893 -2.810 0.450
H17 3.787 -2.412 3.842
H18 -0.480 -3.722 -0.432
S1 0.502 2.281 -1.402
O7 3.952 -0.238 2.471
C15 -1.293 -1.497 2.617
H19 -1.731 3.100 4.817
H20 0.286 3.507 2.447
H21 -1.341 -0.164 4.149
H22 -0.344 5.057 -1.456
H23 -1.256 4.132 3.052
N8 -1.124 -0.255 3.165
H24 4.409 -3.539 -0.588
H25 -2.473 -3.767 -4.209
H26 4.444 -0.269 -2.406
Ta1 0.438 -0.663 0.151
C16 -0.879 -3.200 -1.294
H27 -1.914 -3.377 3.107
C17 -1.496 -3.922 -2.297
C18 4.377 -3.069 0.398

Mulliken population analysis, charges in e, atoms 1 to 5: 0.9466 0.9486 -0.0427 0.4210 -0.9872

No. 2
Formula: C6H12N2O
Source: OMol25
Level of theory: ωB97M-V/def2-TZVPD

## Properties
- HOMO energy (spin up / spin down): -12.80 / -12.79 eV
- LUMO energy (spin up / spin down): -4.216 / -8.123 eV
- Total charge: +1
- Relative energy (zero: lowest compared OMol25 entry of this formula, charge and spin): 1.152 eV
- Spin multiplicity: 2
- <S²>: 0.761

Element x y z (Å)
C1 0.675 -1.396 2.794
H1 -1.884 -1.317 -0.135
N1 -0.211 -0.911 1.935
H2 -0.781 -2.037 -1.259
N2 1.602 -2.215 2.137
H3 0.394 3.348 -0.496
H4 0.653 -1.072 3.828
C2 0.006 -1.568 0.769
H5 -0.591 -0.346 -0.905
H6 -1.237 1.188 -1.856
C3 0.107 2.793 -1.406
C4 1.079 -2.466 0.917
C5 -1.290 2.218 -1.401
H7 2.394 -2.768 2.435
H8 -1.874 2.279 -0.475
O1 1.080 1.720 -1.412
H9 0.530 3.304 -2.291
C6 -0.815 -1.303 -0.430
H10 0.740 0.956 -0.951
H11 1.374 -3.254 0.224
H12 -1.950 2.847 -2.022

Mulliken population analysis, charges in e, atoms 1 to 5: -0.1253 0.3265 -0.3968 0.3574 -0.0307

No. 3
Formula: C7H14
Source: OMol25
Level of theory: ωB97M-V/def2-TZVPD

## Properties
- SMILES: C/C=C\C.C=CC
- HOMO energy: -7.25 eV
- LUMO energy: 0.942 eV
- Relative energy (zero: lowest compared OMol25 entry of this formula, charge and spin): 3.525 eV

Element x y z (Å)
H1 -0.070 -2.523 -0.617
H2 0.292 -1.898 1.048
C1 -2.354 -0.239 0.473
H3 -0.117 1.400 1.236
H4 -1.701 -0.650 -1.571
H5 2.059 0.073 1.268
H6 -0.061 1.080 -1.817
H7 2.780 0.681 -0.229
C2 -0.128 1.871 0.251
H8 -3.294 0.344 0.330
H9 3.328 -0.830 0.462
C3 0.374 -1.714 -0.025
C4 2.419 -0.218 0.281
C5 -1.361 -0.120 -0.673
C6 1.335 -0.932 -0.513
H10 1.597 -1.025 -1.576
H11 -1.928 0.124 1.410
H12 -0.871 2.691 0.330
H13 -2.675 -1.274 0.622
H14 0.839 2.360 0.096
C7 -0.426 0.825 -0.810

Mulliken population analysis, charges in e, atoms 1 to 5: 0.3063 0.2588 -1.2066 0.3007 0.4441

No. 4
Formula: C14H19Br2N3
Source: OMol25
Level of theory: ωB97M-V/def2-TZVPD

## Properties
- HOMO energy: -7.39 eV
- LUMO energy: 0.151 eV
- Relative energy (zero: lowest compared OMol25 entry of this formula, charge and spin): 6.423 eV

Element x y z (Å)
H1 0.818 -2.995 -1.060
H2 -0.124 -0.745 -0.106
C1 3.231 -1.626 2.283
N1 -1.635 -0.235 -0.260
C2 -4.196 2.627 -1.177
C3 -1.480 -0.961 0.882
H3 3.408 -0.098 3.874
C4 1.637 0.322 -1.207
Br1 -3.590 4.494 -1.517
C5 0.699 -0.765 -0.804
H4 2.672 -2.455 -2.604
C6 2.374 -1.709 1.186
N2 1.465 -0.632 1.288
C7 1.792 0.096 2.401
C8 -0.942 0.907 -0.197
H5 2.262 -2.455 0.414
H6 -0.858 1.524 -1.080
H7 0.782 -0.415 0.576
H8 1.691 1.390 -1.053
H9 -3.024 1.784 -2.829
H10 3.982 -2.331 2.607
H11 3.447 0.035 -2.480
H12 1.177 0.916 2.742
C9 -0.367 0.977 1.037
H13 -2.147 -0.572 -1.063
C10 1.156 -1.994 -1.284
H14 0.227 1.843 1.292
H15 -0.347 -0.339 2.802
H16 -4.335 2.401 -0.120
C11 -0.738 -0.154 1.812
C12 2.903 -0.500 3.008
Br2 -4.043 -0.187 -1.543
C13 -3.264 1.639 -1.776
N3 2.218 -1.713 -2.091
H17 -1.952 -1.931 0.920
H18 -5.201 2.565 -1.596
C14 2.588 -0.384 -1.977
H19 -2.284 1.677 -1.302

Mulliken population analysis, charges in e, atoms 1 to 5: 0.4243 0.0873 -0.6002 0.2787 -0.7186

| no. | electronic energy (Ha) |
| --- | --- |
| 1 | -2803.7586 |
| 2 | -420.2199 |
| 3 | -274.9867 |
| 4 | -5856.8705 |